Entry w
CH10NO3 | wB97M-V/def2-TZVPD

Geometry (Å):
C  0.7212  1.1218  -2.1718
N  -0.2340  1.6156  -1.4585
H  1.1894  1.7460  -2.9328
H  1.1080  0.0875  -2.1200
H  -0.2625  1.2659  -0.4277
H  -1.0491  2.0271  -1.8993
H  0.3859  -1.6795  3.7776
H  0.5462  -0.3340  4.5207
O  0.2555  -0.7305  3.6899
H  0.0625  -3.0868  -1.2121
H  -0.7679  -2.6166  -2.3093
O  0.0371  -2.3640  -1.8482
H  -0.8942  0.0607  1.2315
H  -1.1520  1.4108  1.6148
O  -0.5147  0.9508  1.0375

Values from the calculation:
Lowest unoccupied orbital energy: -5.51 eV
Net charge: +1
Gap between HOMO and LUMO: 8.939 eV

=====

Entry x
CH10NO3 | wB97M-V/def2-TZVPD

Geometry (Å):
C  -0.5097  1.9549  0.4272
N  -0.9171  1.1888  1.4134
H  0.0221  1.5613  -0.4444
H  -0.5391  2.9830  0.5487
H  -1.3815  1.5280  2.2465
H  -0.9800  0.2550  1.1663
H  2.8614  0.1279  0.5547
H  1.5525  -0.3855  0.0340
O  1.8637  0.2484  0.6387
H  -0.4713  -3.1215  -0.7015
H  0.9336  -2.7157  -1.0000
O  0.0416  -2.2894  -0.7970
H  -0.3976  -0.3459  -1.9340
H  -1.1235  -0.9523  -0.9244
O  -0.9551  -0.0369  -1.2280

Values from the calculation:
Lowest unoccupied orbital energy: -4.84 eV
Net charge: +1
Gap between HOMO and LUMO: 10.618 eV

=====

Q: Which of them is the least stable? A: entry w.

=====

Entry w
C2H3OP | wB97M-V/def2-TZVPD

Geometry (Å):
C  1.1652  -0.7008  -0.3282
C  0.8698  0.6486  -0.4383
O  1.9372  1.1985  0.1181
P  2.7641  -0.4231  0.2875
H  0.6272  -1.7418  -0.5705
H  0.0639  1.2589  -0.7370
H  -1.3062  0.0213  0.9425

Values from the calculation:
Lowest unoccupied orbital energy (alpha / beta): -1.15 / -0.45 eV
Net charge: 0
Gap between HOMO and LUMO (alpha / beta): 8.094 / 7.737 eV

=====

Entry x
C2H3OP | wB97M-V/def2-TZVPD

Geometry (Å):
C  -0.6353  0.3214  0.4883
C  0.4699  -0.4522  -0.0990
O  0.6214  0.3402  -1.2044
P  -0.5502  1.4819  -0.7530
H  -1.2652  0.1592  1.4336
H  1.3195  -0.5120  0.4970
H  0.0399  -1.3383  -0.3625

Values from the calculation:
Lowest unoccupied orbital energy: 0.47 eV
Net charge: 0
Gap between HOMO and LUMO: 9.422 eV

=====

Q: Which of them is the least stable? A: entry w.

=====

Entry w
C2H3OP | wB97M-V/def2-TZVPD

Geometry (Å):
C  -0.3413  0.5184  0.0928
C  0.6409  0.1154  -0.7314
O  -0.3881  -1.2796  1.9347
P  -1.3383  -0.4489  1.2599
H  -0.7796  1.3870  -0.3722
H  1.0897  -0.9442  -0.6833
H  1.1169  0.6519  -1.5005

Values from the calculation:
Lowest unoccupied orbital energy: -0.79 eV
Net charge: 0
Gap between HOMO and LUMO: 8.794 eV
Structure (SMILES): C=CP=O

=====

Entry x
C2H3OP | wB97M-V/def2-TZVPD

Geometry (Å):
C  0.4211  -0.4700  -1.0038
C  -0.1220  0.6951  1.3306
O  -0.1521  -0.1365  -1.9728
P  -0.6101  -0.6731  0.5266
H  1.5050  -0.1711  -0.6749
H  0.9003  1.1359  1.4703
H  -1.9421  -0.3804  0.3238

Values from the calculation:
Lowest unoccupied orbital energy: -0.88 eV
Net charge: 0
Gap between HOMO and LUMO: 7.646 eV
Structure (SMILES): C#[PH]C=O

=====

Q: Which of them is the least stable? A: entry x.

=====

Entry w
C3H12O4 | wB97M-V/def2-TZVPD

Geometry (Å):
C  0.7526  -1.4133  0.4275
O  -0.3366  -1.1069  -0.4280
C  1.9646  -0.5899  0.0980
C  2.3191  0.4937  0.7735
H  0.4875  -1.1876  1.4494
H  0.9624  -2.4667  0.3577
H  -1.1614  -1.1149  0.0686
H  2.7015  -0.9988  -0.5904
H  3.1663  1.0260  0.3757
H  1.7080  0.7969  1.6096
H  0.8586  1.1858  -2.2359
H  -0.0119  0.0356  -1.6327
O  -0.0418  0.8909  -2.0927
H  -1.4061  2.5504  0.3302
H  -1.2168  1.4734  -0.7334
O  -1.7969  1.7591  -0.0342
H  -3.6180  -0.8728  0.9544
H  -2.6299  0.2421  0.5667
O  -2.7011  -0.7030  0.7361

Values from the calculation:
Lowest unoccupied orbital energy: 0.79 eV
Net charge: 0
Gap between HOMO and LUMO: 10.995 eV
Structure (SMILES): C=CCO.O.O.O

=====

Entry x
C3H12O4 | wB97M-V/def2-TZVPD

Geometry (Å):
C  1.9575  0.5799  0.8223
O  1.4637  1.1764  -0.4072
C  0.8872  -0.3459  1.3577
C  -0.3210  0.1138  1.7141
H  2.1877  1.3577  1.5508
H  2.8190  -0.0254  0.5574
H  1.8962  0.6411  -1.0842
H  1.0387  -1.4037  1.2104
H  -1.2375  -0.3170  1.3114
H  -0.4255  1.1125  2.1215
H  -0.3817  -2.3280  -1.1561
H  0.4855  -1.1789  -1.2872
O  0.5473  -2.1053  -1.0140
H  -3.1065  -1.2640  -0.3863
H  -2.2335  -0.4798  -1.3168
O  -2.3122  -1.3495  -0.9120
H  -0.5295  1.4469  -0.8156
H  -1.3057  2.6466  -1.2542
O  -1.4299  1.7226  -1.0121

Values from the calculation:
Lowest unoccupied orbital energy: 0.57 eV
Net charge: 0
Gap between HOMO and LUMO: 9.669 eV
Structure (SMILES): C=CCO.O.O.O

=====

Entry y
C3H12O4 | wB97M-V/def2-TZVPD

Geometry (Å):
C  2.6181  -0.6270  0.9835
O  3.2147  0.1162  1.9968
C  1.1264  -0.7967  1.0292
C  0.5901  -1.2432  -0.3326
O  -0.8593  -1.2671  -0.3432
H  3.1375  -1.5830  0.8426
H  2.8392  -0.2057  -0.0216
H  2.6169  0.7167  2.4281
H  0.6558  0.1802  1.1846
H  0.9700  -1.5731  1.7704
H  0.9049  -2.2855  -0.4793
H  0.9448  -0.5959  -1.1271
H  -0.9955  -1.9615  0.3322
H  -4.5906  -0.3505  -4.1649
H  -5.4649  -1.2971  -4.8957
O  -5.4689  -0.4299  -4.4827
H  -0.7066  3.7177  1.3885
H  -0.9678  4.8428  2.3695
O  -0.5647  4.6426  1.5216

Values from the calculation:
Lowest unoccupied orbital energy: 0.46 eV
Net charge: 0
Gap between HOMO and LUMO: 10.800 eV
Structure (SMILES): OCCCO.O.O

=====

Entry z
C3H12O4 | wB97M-V/def2-TZVPD

Geometry (Å):
C  -0.9291  1.1383  1.4715
O  -0.3306  -0.0683  1.7484
C  -0.9672  1.1841  0.0030
C  -0.3725  2.0928  -0.8467
H  -1.9447  1.2522  1.8845
H  -0.2934  1.8959  1.9521
H  0.9926  0.4691  -0.4752
H  -1.4185  0.3022  -0.4475
H  -0.5934  1.9061  -1.8944
H  0.5011  2.6700  -0.5770
H  0.9404  -0.3869  0.9780
H  1.9140  -0.9689  -0.1396
O  1.7987  -0.9195  0.8221
H  0.5368  -2.2848  -1.4032
H  1.1470  -0.8503  -1.7463
O  1.1688  -1.7816  -1.9240
H  -0.5417  -1.1989  0.8100
H  -0.6421  -2.6130  -0.3294
O  -0.9663  -1.8385  0.1137

Values from the calculation:
Lowest unoccupied orbital energy: -3.34 eV
Net charge: 0
Gap between HOMO and LUMO: 6.005 eV

=====

Q: Which of them is the least stable? A: entry z.

=====

Entry w
C3H12O4 | wB97M-V/def2-TZVPD

Geometry (Å):
C  0.1056  3.0793  1.1129
C  0.3678  1.5356  0.9807
C  -0.6849  0.7458  0.7232
O  -1.9882  1.2334  1.0363
H  0.2518  3.6559  0.1104
H  0.7444  3.4787  1.9435
H  -1.0268  3.2859  1.3338
H  1.2555  1.1622  1.5330
H  -0.6474  -0.3911  0.6498
H  -1.9776  1.8466  0.1998
H  3.6039  1.3563  -0.0119
H  3.1440  0.3427  -1.0294
O  2.9462  1.3570  -0.8416
H  -2.4943  0.0457  -2.3553
H  -1.0961  -0.4380  -2.7657
O  -1.9997  -0.7453  -2.6938
H  0.2518  -7.0040  -0.5039
H  -0.6566  -6.9050  0.4393
O  -0.0992  -7.6416  0.1392

Values from the calculation:
Lowest unoccupied orbital energy: 0.34 eV
Net charge: 0
Gap between HOMO and LUMO: 9.381 eV
Structure (SMILES): C/C=C\O.O.O.O

=====

Entry x
C3H12O4 | wB97M-V/def2-TZVPD

Geometry (Å):
C  -3.3750  -0.5246  0.6784
C  -2.5204  0.5511  0.1234
C  -1.1194  0.3856  0.2146
O  -0.2598  1.1236  -0.5341
H  -4.0742  -0.0052  1.4420
H  -2.8670  -1.2465  1.2667
H  -4.0318  -0.8718  -0.0780
H  -2.9597  1.2363  -0.5467
H  -0.7678  -0.5367  0.6979
H  0.2983  1.6805  0.0602
H  2.4161  1.0264  0.2778
H  2.8897  2.1168  1.2227
O  2.0380  1.6491  0.9398
H  0.5732  -1.8067  -0.4797
H  1.5079  -2.2588  -1.5456
O  1.5242  -1.8809  -0.7190
H  2.9926  -0.6727  -0.8261
H  4.2626  -0.1111  -1.2899
O  3.4725  0.1455  -0.9045

Values from the calculation:
Lowest unoccupied orbital energy: 0.52 eV
Net charge: 0
Gap between HOMO and LUMO: 8.959 eV
Structure (SMILES): C/C=C/O.O.O.O

=====

Entry y
C3H12O4 | wB97M-V/def2-TZVPD

Geometry (Å):
C  0.0609  -0.8333  3.6227
C  0.4732  -1.2452  2.2424
C  -0.2758  -0.9691  1.1593
O  0.2175  -0.5973  -0.0440
H  0.4066  -1.5528  4.3672
H  -1.0294  -0.8114  3.7073
H  0.4787  0.1430  3.8575
H  1.4427  -1.6932  2.0446
H  -1.3519  -1.1174  1.2659
H  -0.4768  -0.6430  -0.7286
H  -0.2580  -0.8052  -3.1812
H  -1.0221  0.3602  -2.7244
O  -0.8582  -0.5545  -2.4685
H  0.1044  1.5166  -0.5904
H  -1.1807  2.2953  -1.0717
O  -0.2218  2.2690  -1.1050
H  0.6305  1.8517  -3.0882
H  1.9080  1.2155  -3.5660
O  0.9523  1.1711  -3.6990

Values from the calculation:
Lowest unoccupied orbital energy: 0.50 eV
Net charge: 0
Gap between HOMO and LUMO: 8.524 eV
Structure (SMILES): C/C=C/O.O.O.O

=====

Q: Which of them is the least stable? A: entry w.

=====

Entry w
C5H6S | wB97M-V/def2-TZVPD

Geometry (Å):
C  -0.1086  1.3630  -0.1152
C  -0.2211  0.7403  1.0608
C  0.0503  -0.9637  -0.4307
C  0.7171  0.5085  -1.0194
C  0.6083  -0.4910  0.9352
S  2.1108  0.0578  0.1444
H  -0.5619  2.2366  -0.4834
H  -0.7317  1.2593  1.9177
H  -0.9590  -0.9883  -0.4084
H  0.5892  -1.9918  -0.7172
H  1.0362  0.6368  -2.0833
H  0.5498  -1.2435  1.7322

Values from the calculation:
Lowest unoccupied orbital energy: 0.91 eV
Net charge: 0
Gap between HOMO and LUMO: 9.179 eV

=====

Entry x
C5H6S | wB97M-V/def2-TZVPD

Geometry (Å):
C  0.1082  1.0228  0.4565
C  0.9271  -0.0040  0.2738
C  -1.0758  1.1520  -0.4745
C  1.9011  -0.8628  0.0873
C  -1.4674  -1.4345  -0.0130
S  -2.4294  -0.0955  0.0666
H  0.1519  1.8427  1.1082
H  -1.4069  2.2558  -0.3488
H  -0.8254  0.7928  -1.4677
H  2.7946  -0.7633  -0.5703
H  1.8744  -1.7555  0.5596
H  -2.0863  -2.2661  0.2478

Values from the calculation:
Lowest unoccupied orbital energy: -0.01 eV
Net charge: 0
Gap between HOMO and LUMO: 8.443 eV

=====

Q: Which of them is the least stable? A: entry x.

=====

Entry w
C3H7ClFN | wB97M-V/def2-TZVPD

Geometry (Å):
C  -0.9074  1.4382  0.5523
C  -0.9316  0.2969  -0.4289
C  0.2664  -0.5588  -0.2927
H  -1.9681  1.8065  0.5990
H  -0.5452  1.0382  1.4905
H  -0.1750  2.2162  0.5114
H  -0.7997  0.6573  -1.4117
H  -3.0575  0.1144  -0.5132
H  -2.1669  -1.2170  0.2037
H  0.3171  -1.2575  -1.1825
N  -2.2013  -0.4642  -0.4157
F  0.1406  -1.2677  0.8352
Cl  1.8808  0.2496  -0.1934

Values from the calculation:
Lowest unoccupied orbital energy: 0.98 eV
Net charge: 0
Gap between HOMO and LUMO: 10.514 eV
Structure (SMILES): C[C@H](N)[C@H](F)Cl

=====

Entry x
C3H7ClFN | wB97M-V/def2-TZVPD

Geometry (Å):
C  -1.4582  0.6032  -0.3111
C  0.3060  -0.8639  -0.1547
C  1.5960  -0.3279  0.4043
H  -0.9941  1.9334  -0.7492
H  -2.5073  1.0094  0.2681
H  -1.8048  0.3091  -1.5942
H  -0.7745  -0.2935  1.7010
H  0.0353  -0.4247  -1.0491
H  0.5743  -1.9099  -0.2360
H  1.9254  -0.5378  1.5097
N  -0.9399  -0.6226  0.4639
F  2.7437  -0.5364  -0.3863
Cl  1.2980  1.6617  0.1335

Values from the calculation:
Lowest unoccupied orbital energy: 0.49 eV
Net charge: 0
Gap between HOMO and LUMO: 9.814 eV

=====

Q: Which of them is the least stable? A: entry x.